{"formula": "C50H78O18", "method": "ωB97M-V with the def2-TZVPD basis set", "charge": 0, "multiplicity": 1, "energy_ev": -89973.5314, "homo_lumo_gap_ev": 9.26, "homo_energy_ev": -8.73, "symbols": ["C", "C", "O", "O", "C", "C", "O", "C", "O", "C", "C", "O", "H", "C", "C", "H", "H", "H", "H", "O", "C", "O", "C", "C", "O", "C", "C", "H", "H", "C", "H", "H", "C", "C", "H", "H", "H", "C", "C", "C", "H", "H", "C", "C", "H", "H", "H", "C", "C", "C", "C", "C", "C", "H", "H", "C", "C", "H", "H", "H", "C", "H", "H", "H", "C", "C", "H", "H", "C", "C", "O", "O", "H", "C", "C", "H", "H", "C", "C", "H", "H", "H", "H", "H", "H", "H", "H", "H", "H", "H", "H", "H", "H", "H", "C", "C", "H", "H", "H", "C", "H", "O", "H", "H", "H", "O", "C", "H", "C", "O", "H", "H", "C", "O", "H", "H", "H", "H", "H", "C", "O", "H", "H", "H", "H", "H", "C", "O", "H", "H", "C", "H", "O", "C", "O", "C", "H", "H", "H", "H", "H", "H", "H", "H", "H", "H"], "xyz": [[-10.0069, 4.7801, 1.8682], [-9.1167, 3.6140, 1.5675], [-9.2207, 2.5122, 2.0354], [-8.1716, 3.9562, 0.6700], [-7.3706, 2.9040, 0.1470], [-5.9525, 3.4135, -0.0894], [-5.0934, 2.3853, -0.5481], [-5.7040, 1.3764, -1.3046], [-6.2741, 0.3750, -0.5020], [-5.3880, -0.4468, 0.2509], [-6.1691, -0.8424, 1.5173], [-7.4262, -1.3599, 1.1649], [-7.8198, -0.7313, 0.5441], [-5.3725, -1.8676, 2.3360], [-6.1922, -2.4115, 3.4961], [-6.4389, -1.6061, 4.1807], [-7.1065, -2.8486, 3.1079], [-5.6254, -3.1748, 4.0210], [-4.4709, -1.3565, 2.7027], [-4.9733, -2.9897, 1.5455], [-4.2520, -2.6607, 0.4077], [-3.0232, -2.0284, 0.7087], [-2.1466, -2.7890, 1.5138], [-1.1146, -3.5378, 0.6331], [-0.4924, -2.6191, -0.2040], [-0.0435, -3.1182, -1.4740], [1.2686, -3.8890, -1.3283], [1.1503, -4.6256, -0.5302], [1.4563, -4.4415, -2.2478], [2.4416, -2.9747, -0.9825], [2.2545, -2.5667, 0.0071], [3.3409, -3.5889, -0.9264], [2.6654, -1.8238, -1.9748], [3.2122, -2.4099, -3.2960], [2.9523, -1.7768, -4.1405], [2.8461, -3.4122, -3.4883], [4.2956, -2.4838, -3.2637], [1.3255, -1.0660, -2.2133], [1.0487, -0.0981, -1.0606], [2.1367, 0.9597, -0.9774], [2.2206, 1.4244, -1.9597], [1.8355, 1.7293, -0.2653], [3.4750, 0.3498, -0.5605], [3.3745, -0.1115, 0.9058], [2.7424, 0.5637, 1.4790], [2.9319, -1.0973, 0.9806], [4.3558, -0.1550, 1.3706], [3.7958, -0.8321, -1.5078], [5.0116, -1.5555, -0.9252], [6.1063, -0.5986, -0.5792], [5.9781, 0.7146, -0.4479], [7.1675, 1.6150, -0.1678], [8.4678, 0.8578, 0.1162], [8.3124, 0.2153, 0.9834], [8.7048, 0.2257, -0.7414], [9.6753, 1.7678, 0.3876], [10.1171, 2.4956, -0.8849], [9.3310, 3.1270, -1.2877], [10.3949, 1.7744, -1.6506], [10.9819, 3.1228, -0.6782], [10.8422, 0.8949, 0.8630], [10.5750, 0.3548, 1.7685], [11.1108, 0.1682, 0.0995], [11.7157, 1.5078, 1.0750], [9.3210, 2.7645, 1.4978], [8.0488, 3.5467, 1.1956], [8.1909, 4.1632, 0.3065], [7.8212, 4.2152, 2.0279], [6.8539, 2.6110, 0.9619], [6.5270, 1.8941, 2.2590], [6.4330, 0.7073, 2.4283], [6.3185, 2.7571, 3.2673], [6.1001, 2.2708, 4.0775], [5.6247, 3.4359, 0.5587], [4.4168, 2.5315, 0.3508], [4.1669, 2.1012, 1.3175], [3.5709, 3.1421, 0.0300], [4.6411, 1.4057, -0.6829], [4.7011, 2.0784, -2.0694], [4.7933, 1.3539, -2.8732], [3.8220, 2.6913, -2.2485], [5.5678, 2.7299, -2.1285], [5.8566, 3.9957, -0.3489], [5.3999, 4.1601, 1.3448], [10.1498, 3.4608, 1.6446], [9.1837, 2.2124, 2.4311], [7.3301, 2.2171, -1.0699], [7.0571, -1.0776, -0.4083], [4.7452, -2.1054, -0.0206], [5.4141, -2.2876, -1.6298], [4.1210, -0.3705, -2.4431], [0.9595, -0.6403, -0.1221], [0.1060, 0.4145, -1.2339], [1.4612, -0.4487, -3.1105], [0.0905, -1.9706, -2.4988], [0.1714, -2.5987, -3.9041], [-0.7571, -3.1170, -4.1366], [0.9755, -3.3118, -4.0040], [0.3119, -1.8181, -4.6472], [-1.2311, -1.1591, -2.5859], [-1.9957, -1.8332, -2.9988], [-1.7602, -0.5625, -1.4237], [-1.6116, -1.1693, -0.6797], [-1.0887, -0.3412, -3.2991], [-0.8211, -3.8092, -1.8412], [-0.2145, -4.2539, 1.4447], [0.5441, -3.4158, 2.3006], [1.1108, -2.6846, 1.7166], [-0.3677, -2.6841, 3.2789], [-1.0214, -3.5832, 4.1476], [-1.2033, -4.3949, 3.6565], [0.2135, -2.0113, 3.9184], [-1.4183, -1.8586, 2.5035], [-2.3026, -1.2605, 3.4081], [-2.4650, -1.9037, 4.1157], [-0.9459, -1.0504, 1.9381], [1.2310, -4.0812, 2.8267], [-1.6288, -4.3141, 0.0428], [-2.7282, -3.5306, 2.0790], [-5.0314, -1.7178, -0.5322], [-4.3449, -1.4708, -1.7179], [-3.4971, -1.0206, -1.5101], [-5.9627, -2.2256, -0.8100], [-4.0690, -3.6198, -0.1047], [-6.3003, 0.0571, 2.1429], [-4.4784, 0.1075, 0.5057], [-6.8780, 1.9115, -2.1438], [-7.3418, 0.9593, -3.0438], [-7.5380, 0.1564, -2.5421], [-6.5339, 2.7616, -2.7401], [-7.9853, 2.3809, -1.1661], [-8.5908, 3.1742, -1.6237], [-8.8376, 1.2777, -0.8738], [-10.1293, 1.5462, -0.6114], [-10.6218, 2.6361, -0.7259], [-10.8344, 0.3114, -0.1366], [-11.9005, 0.3995, -0.3209], [-10.6658, 0.2372, 0.9375], [-10.4264, -0.5731, -0.6156], [-4.9163, 0.9595, -1.9454], [-5.5207, 3.7820, 0.8444], [-5.9804, 4.2379, -0.8150], [-7.3535, 2.0787, 0.8715], [-10.8179, 4.7549, 1.1409], [-10.4248, 4.6832, 2.8655], [-9.4627, 5.7121, 1.7559]]}